No. 1
{"formula": "C4H9NO3", "method": "ωB97M-V/def2-TZVPD", "lumo_ev": 0.56, "energy_ev": -11926.93357, "total_charge": 0, "multiplicity": 1, "relative_energy_ev": 0.608, "smiles": "N[C@H](CCO)C(=O)O", "symbols": ["N", "C", "C", "C", "O", "C", "O", "O", "H", "H", "H", "H", "H", "H", "H", "H", "H"], "xyz": [[-0.9114, -1.1437, 0.7665], [0.1139, -0.5852, -0.1079], [0.0050, 0.9372, -0.1503], [0.4982, 1.6026, 1.1326], [-0.3941, 1.3868, 2.2186], [0.0187, -1.1186, -1.5256], [-1.0199, -1.4092, -2.0527], [1.2075, -1.1650, -2.1395], [-1.8209, -1.0535, 0.3254], [-0.7592, -2.1233, 0.9439], [1.0722, -0.8431, 0.3245], [0.5372, 1.3284, -1.0191], [-1.0281, 1.2288, -0.2401], [0.6476, 2.6745, 1.0334], [1.4703, 1.1775, 1.4281], [-0.7497, 0.5003, 2.1383], [1.1127, -1.3945, -3.0760]], "forces_ev_per_angstrom": [[-0.1, 0.4, 0.1], [-0.2, -0.2, 0.2], [0.4, 0.5, 0.2], [0.3, -0.8, 0.6], [0.0, 0.8, -0.1], [-0.2, 0.1, 0.0], [-0.1, -0.1, -0.2], [0.5, 0.1, 0.0], [0.0, 0.0, 0.0], [0.1, -0.2, 0.0], [0.4, -0.1, -0.1], [0.1, 0.0, 0.0], [-0.6, 0.0, -0.3], [-0.2, 0.1, -0.2], [0.1, 0.1, -0.3], [-0.1, -0.5, -0.1], [-0.3, -0.1, 0.1]]}

---

No. 2
{"formula": "C4H9NO3", "method": "ωB97M-V/def2-TZVPD", "lumo_ev": 0.79, "energy_ev": -11926.06043, "total_charge": 0, "multiplicity": 1, "relative_energy_ev": 1.481, "smiles": "C=C(O)C(N)=O.CO", "symbols": ["C", "C", "O", "C", "N", "O", "H", "H", "H", "H", "H", "C", "O", "H", "H", "H", "H"], "xyz": [[1.0893, 1.6939, 1.2924], [0.7907, 1.0967, 0.1414], [1.7363, 0.5805, -0.6825], [-0.6142, 0.9403, -0.4845], [-1.6621, 1.4442, 0.1887], [-0.6589, 0.6046, -1.6573], [0.3385, 2.1079, 1.9383], [2.1083, 1.7364, 1.6351], [1.2617, 0.3464, -1.5080], [-1.6041, 1.6391, 1.1712], [-2.5676, 1.4080, -0.2505], [-0.2318, -2.5137, -0.4915], [0.1209, -1.7362, 0.6309], [-1.0620, -3.1533, -0.1873], [0.6029, -3.1398, -0.8327], [-0.5568, -1.8850, -1.3286], [0.9088, -1.1702, 0.4249]], "forces_ev_per_angstrom": [[-0.1, -0.4, -0.3], [-0.7, 0.0, -0.1], [-0.1, -0.2, 0.1], [1.1, 1.5, -0.1], [-0.1, -0.3, 0.1], [-0.1, -0.5, 0.1], [-0.2, 0.0, 0.1], [0.2, 0.1, 0.0], [0.0, 0.1, 0.1], [0.0, -0.1, 0.0], [0.1, -0.1, 0.1], [0.1, -0.1, -0.4], [1.0, 0.9, 0.2], [0.1, 0.0, 0.0], [-0.1, 0.0, 0.1], [0.0, -0.1, 0.0], [-1.0, -1.0, 0.1]]}

---

No. 3
{"formula": "C4H9NO3", "method": "ωB97M-V/def2-TZVPD", "lumo_ev": 0.74, "energy_ev": -11919.43847, "total_charge": 0, "multiplicity": 1, "relative_energy_ev": 8.103, "symbols": ["C", "C", "C", "C", "H", "H", "H", "H", "H", "H", "H", "H", "H", "N", "O", "O", "O"], "xyz": [[-2.5117, 0.7896, 0.5163], [-1.2412, -0.8652, -0.6737], [1.6830, -0.4335, 0.8139], [2.0596, 0.4662, -0.3324], [-1.9357, 1.6467, 1.3301], [-3.1059, -0.0596, 1.0536], [-3.1924, 1.1623, -0.4569], [-2.0578, -1.6327, 0.0829], [-1.3311, -0.6935, -2.0069], [2.2059, -0.3540, 1.7178], [2.2777, -0.1625, -1.3330], [3.0256, 0.8090, -0.1709], [0.2619, 0.9923, -0.3156], [0.5531, -1.0090, 0.9418], [-1.2725, 0.4418, -0.0606], [0.0889, -1.2365, -0.6340], [1.1889, 1.4962, -0.3602]], "forces_ev_per_angstrom": [[0.2, 2.7, 0.1], [-0.4, 0.0, -1.1], [-2.1, -0.1, -0.6], [1.7, -3.2, -2.3], [-3.2, -2.1, -2.2], [1.5, 1.4, -0.8], [1.3, -0.3, 3.1], [2.3, 2.1, -2.8], [-0.7, -1.0, 4.1], [0.8, 0.2, 1.4], [-1.2, 1.2, 1.8], [1.9, 1.0, 0.7], [2.0, 2.2, -0.2], [0.9, -1.3, -2.8], [-0.9, -2.5, -0.8], [-0.5, 0.5, 2.8], [-3.5, -0.7, -0.4]]}

---

No. 4
{"formula": "C4H9NO3", "method": "ωB97M-V/def2-TZVPD", "lumo_ev": 0.69, "energy_ev": -11923.87231, "total_charge": 0, "multiplicity": 1, "relative_energy_ev": 3.669, "smiles": "OCCN1CC1(O)O", "symbols": ["O", "C", "C", "N", "C", "C", "O", "O", "H", "H", "H", "H", "H", "H", "H", "H", "H"], "xyz": [[1.3958, -1.4124, -0.6028], [1.0183, -1.2077, 0.9490], [-0.4058, -0.7783, 1.1881], [-1.0853, 0.1176, 0.1616], [-0.8387, -0.0707, -1.2615], [-0.4217, 1.1585, -0.5711], [-1.1060, 2.3620, -0.6719], [0.9303, 1.4154, -0.4174], [1.7804, -0.5660, -0.8680], [1.7432, -0.4779, 1.3090], [1.2056, -2.2114, 1.3234], [-0.4766, -0.2271, 2.1274], [-1.0568, -1.6538, 1.2105], [-1.7260, -0.1053, -1.8838], [0.0774, -0.8239, -1.4464], [-2.0436, 2.1917, -0.5304], [1.0097, 2.2894, -0.0157]], "forces_ev_per_angstrom": [[0.1, -0.1, 3.3], [1.4, -0.3, -3.1], [-1.2, 0.9, -1.7], [0.5, -0.2, 1.8], [2.1, -1.8, -1.1], [-0.6, -0.4, 0.0], [0.2, 0.3, 0.0], [0.0, 0.0, 0.0], [0.1, 0.0, 0.2], [-0.1, -0.2, 0.1], [0.1, 0.2, 0.3], [0.0, -0.3, 0.1], [0.0, 0.1, 0.2], [0.1, 0.1, -0.1], [-2.9, 1.8, -0.2], [0.1, -0.1, 0.1], [0.0, 0.0, 0.0]]}

---

No. 5
{"formula": "C4H9NO3", "method": "ωB97M-V/def2-TZVPD", "lumo_ev": -3.23, "energy_ev": -11917.26774, "total_charge": 0, "multiplicity": 1, "relative_energy_ev": 10.274, "symbols": ["O", "C", "C", "C", "O", "N", "C", "O", "H", "H", "H", "H", "H", "H", "H", "H", "H"], "xyz": [[1.9590, -1.3130, -1.6907], [1.8656, -0.2832, -1.0979], [1.0129, -0.5710, 0.3427], [0.4873, 0.3977, -0.6012], [1.8925, 2.1630, 0.5830], [-3.3116, -0.3058, -0.3017], [-2.5458, -0.9387, 0.4276], [-1.7428, -0.5885, 1.5155], [2.6541, 0.4357, -1.3496], [1.2779, 0.0050, 1.2229], [0.8127, 1.3412, -0.1019], [-0.3052, 0.1232, -1.2906], [2.5616, 2.5448, 1.1524], [-3.4678, 0.6903, -0.1401], [-2.5384, -2.0086, 0.2437], [-1.5377, -0.0524, 0.6651], [0.9258, -1.6399, 0.4209]], "forces_ev_per_angstrom": [[-0.9, -1.8, -0.3], [3.7, 1.6, -2.7], [-2.8, 1.7, 1.1], [-1.2, -2.7, 2.3], [0.0, -0.3, -0.3], [-1.0, 1.7, -1.2], [-2.1, -4.6, 1.3], [-0.3, 1.5, -3.1], [-0.3, 0.7, 1.1], [1.2, -0.3, -0.1], [0.2, 1.2, -0.6], [0.3, 0.0, -0.4], [-0.1, -0.1, 0.1], [0.3, 0.0, 0.3], [0.4, -0.3, 0.1], [2.6, 1.8, 2.8], [-0.3, -0.2, -0.5]]}

---

No. 6
{"formula": "C4H9NO3", "method": "ωB97M-V/def2-TZVPD", "lumo_ev": 0.48, "energy_ev": -11925.00490, "total_charge": 0, "multiplicity": 1, "relative_energy_ev": 2.537, "smiles": "N[C@H](CCO)C(=O)O", "symbols": ["N", "C", "C", "C", "O", "C", "O", "O", "H", "H", "H", "H", "H", "H", "H", "H", "H"], "xyz": [[-0.0449, 1.5744, -1.0942], [0.0518, 0.5297, -0.1743], [-0.5290, -0.8280, -0.7956], [0.5961, -1.4463, -1.6749], [1.4541, -2.3985, -0.9946], [-0.6371, 0.8220, 1.1646], [-1.5447, 0.3488, 1.7977], [0.3710, 1.5227, 1.8635], [0.0269, 2.5274, -0.6073], [-1.0140, 1.4943, -1.5735], [1.1709, 0.2195, 0.2543], [-0.7888, -1.5942, -0.0544], [-1.4700, -0.6572, -1.1929], [0.3914, -1.9362, -2.5893], [1.2432, -0.5571, -1.8991], [1.3980, -2.3503, 0.0347], [0.2229, 1.5838, 2.8357]], "forces_ev_per_angstrom": [[-1.7, 2.6, -1.3], [0.4, -4.0, 2.1], [2.6, -0.4, 1.3], [1.5, 1.8, 1.4], [-0.7, 0.1, 2.6], [2.3, -0.8, 3.0], [-0.2, 0.5, -1.5], [-0.6, 0.5, 0.2], [-0.1, -1.9, -1.1], [2.2, 0.5, 1.1], [-2.5, 1.2, -1.6], [0.4, 0.4, 0.5], [-1.7, 0.6, -1.6], [-0.9, -0.3, -0.8], [-0.4, -0.8, -0.3], [-0.1, 0.2, -2.9], [-0.5, -0.1, -1.0]]}

---

What did the sixth record say?
{"formula": "C4H9NO3", "method": "ωB97M-V/def2-TZVPD", "lumo_ev": 0.48, "energy_ev": -11925.00490, "total_charge": 0, "multiplicity": 1, "relative_energy_ev": 2.537, "smiles": "N[C@H](CCO)C(=O)O", "symbols": ["N", "C", "C", "C", "O", "C", "O", "O", "H", "H", "H", "H", "H", "H", "H", "H", "H"], "xyz": [[-0.0449, 1.5744, -1.0942], [0.0518, 0.5297, -0.1743], [-0.5290, -0.8280, -0.7956], [0.5961, -1.4463, -1.6749], [1.4541, -2.3985, -0.9946], [-0.6371, 0.8220, 1.1646], [-1.5447, 0.3488, 1.7977], [0.3710, 1.5227, 1.8635], [0.0269, 2.5274, -0.6073], [-1.0140, 1.4943, -1.5735], [1.1709, 0.2195, 0.2543], [-0.7888, -1.5942, -0.0544], [-1.4700, -0.6572, -1.1929], [0.3914, -1.9362, -2.5893], [1.2432, -0.5571, -1.8991], [1.3980, -2.3503, 0.0347], [0.2229, 1.5838, 2.8357]], "forces_ev_per_angstrom": [[-1.7, 2.6, -1.3], [0.4, -4.0, 2.1], [2.6, -0.4, 1.3], [1.5, 1.8, 1.4], [-0.7, 0.1, 2.6], [2.3, -0.8, 3.0], [-0.2, 0.5, -1.5], [-0.6, 0.5, 0.2], [-0.1, -1.9, -1.1], [2.2, 0.5, 1.1], [-2.5, 1.2, -1.6], [0.4, 0.4, 0.5], [-1.7, 0.6, -1.6], [-0.9, -0.3, -0.8], [-0.4, -0.8, -0.3], [-0.1, 0.2, -2.9], [-0.5, -0.1, -1.0]]}